P:
C5H8NO | ωB97M-V/def2-TZVPD

Structure (ORCA input):
```
! RIJCOSX wB97M-V def2-TZVPD def2/J DEFGRID3
* xyz 1 1
O 2.44 0.26 -2.04
N -1.88 -0.76 2.24
C 2.51 1.52 -2.73
C 1.41 -0.29 -1.71
C 0.40 -0.91 -1.24
C -2.55 -0.67 3.55
C -1.37 -0.82 1.21
H -2.16 0.34 3.88
H -0.42 -1.43 -1.73
H 2.77 1.34 -3.89
H -0.24 -0.63 -0.19
H 1.59 2.14 -2.86
H -2.13 -1.62 4.13
H 3.29 2.17 -2.24
H -3.65 -0.63 3.61
*
```

Properties
orbital gap = 10.80 eV
molecular weight = 98.12 g/mol

=====

Q:
C5H8NO | ωB97M-V/def2-TZVPD

Structure (ORCA input):
```
! RIJCOSX wB97M-V def2-TZVPD def2/J DEFGRID3
* xyz 1 1
O 1.56 -1.89 -0.24
N 0.89 0.44 -0.55
C 0.47 -0.90 -0.75
C -1.31 1.83 -1.05
C -0.49 0.95 -0.55
C -0.20 -0.11 0.34
C -0.29 -0.44 1.78
H -0.10 -1.46 2.03
H 0.02 -1.19 -1.70
H -1.19 -0.09 2.19
H -0.85 2.48 -1.78
H 1.72 1.03 -0.52
H 1.73 -2.62 -0.96
H -2.37 2.00 -0.74
H 0.39 -0.03 2.51
*
```

Properties
structure (SMILES) = C=C1[N@@H+]2[C@@H](O)[C@]12C
orbital gap = 11.84 eV
molecular weight = 98.12 g/mol

=====

R:
C5H8NO | ωB97M-V/def2-TZVPD

Structure (ORCA input):
```
! RIJCOSX wB97M-V def2-TZVPD def2/J DEFGRID3
* xyz 1 1
O -4.22 0.25 0.08
N -3.20 0.81 0.22
C -1.78 0.04 -0.01
C 0.64 0.38 -0.07
C -0.67 0.85 -0.15
C 1.81 1.17 -0.47
C -1.77 -1.40 0.14
H 0.86 -0.72 0.29
H -0.97 -1.66 -0.61
H -1.52 -1.89 1.08
H 2.44 0.61 -1.20
H -0.71 1.94 -0.26
H -2.76 -1.83 -0.19
H 2.34 1.29 0.42
H 1.53 2.19 -0.70
*
```

Properties
structure (SMILES) = C/C=C/C(C)=[N+]=O
orbital gap (spin up / spin down) = 6.78 / 6.86 eV
molecular weight = 98.12 g/mol

=====

S:
C5H8NO | ωB97M-V/def2-TZVPD

Structure (ORCA input):
```
! RIJCOSX wB97M-V def2-TZVPD def2/J DEFGRID3
* xyz 1 1
O 3.01 -0.21 -0.41
N 0.71 0.32 0.22
C -0.56 -1.67 0.34
C 0.78 1.52 0.47
C -0.53 -0.38 0.03
C -1.61 0.49 -0.50
C 1.92 -0.57 -0.16
H 1.71 1.94 0.65
H -1.43 -2.18 0.26
H -2.57 0.15 -0.77
H 0.18 -2.18 0.94
H -1.76 1.17 0.31
H -0.08 2.16 0.45
H -1.24 1.02 -1.39
H 1.46 -1.58 -0.44
*
```

Properties
structure (SMILES) = C=C(C)[N+](=C)C=O
orbital gap = 9.27 eV
molecular weight = 98.12 g/mol

=====

Decreasing stability: S, Q, R, P

=====

P:
C5H8NO | ωB97M-V/def2-TZVPD

Structure (ORCA input):
```
! RIJCOSX wB97M-V def2-TZVPD def2/J DEFGRID3
* xyz 1 1
O -2.27 -0.64 -0.04
N 2.11 -0.56 -0.14
C 1.36 -1.47 -0.03
C -1.31 -0.93 0.70
C -2.70 0.68 -0.31
C -0.12 -1.29 0.91
C 2.24 0.87 -0.01
H 1.40 -2.53 -0.30
H -3.11 1.13 0.66
H -3.43 0.59 -1.06
H 3.20 0.93 0.49
H 1.38 1.19 0.59
H 2.28 1.16 -1.05
H 0.27 -1.53 1.85
H -1.88 1.31 -0.61
*
```

Properties
orbital gap = 8.36 eV
molecular weight = 98.12 g/mol

=====

Q:
C5H8NO | ωB97M-V/def2-TZVPD

Structure (ORCA input):
```
! RIJCOSX wB97M-V def2-TZVPD def2/J DEFGRID3
* xyz 1 1
O -1.30 -0.24 -1.30
N -0.80 0.11 -0.07
C 0.34 0.69 0.07
C -1.63 -0.33 1.03
C 1.50 -1.17 -0.42
C 1.31 1.54 0.30
C 1.23 -1.27 -1.60
H 2.03 -1.13 0.44
H -0.99 -0.70 1.79
H -2.26 -1.21 0.67
H 2.38 1.16 0.18
H 1.13 2.58 0.42
H -2.17 0.45 1.37
H -0.90 0.18 -2.02
H 0.57 -1.34 -2.45
*
```

Properties
orbital gap = 10.16 eV
molecular weight = 98.12 g/mol

=====

Decreasing stability: P, Q

=====

P:
C5H8NO | ωB97M-V/def2-TZVPD

Structure (ORCA input):
```
! RIJCOSX wB97M-V def2-TZVPD def2/J DEFGRID3
* xyz 1 1
O 2.03 -0.78 -1.71
N 2.28 0.53 -1.64
C 1.44 1.37 -1.27
C 0.35 0.82 -0.56
C -0.49 -0.15 -0.34
C -1.05 -0.27 1.83
C -1.72 -0.30 0.45
H -0.48 0.72 1.92
H 1.80 2.39 -1.05
H -1.73 -0.24 2.64
H -0.37 -1.15 2.01
H -2.45 -1.13 0.36
H 2.88 -1.24 -1.98
H -2.25 0.59 0.11
H -0.23 -1.16 -0.76
*
```

Properties
orbital gap (spin up / spin down) = 7.51 / 7.51 eV
molecular weight = 98.12 g/mol

=====

Q:
C5H8NO | ωB97M-V/def2-TZVPD

Structure (ORCA input):
```
! RIJCOSX wB97M-V def2-TZVPD def2/J DEFGRID3
* xyz 1 1
O 2.02 -0.71 -0.13
N -2.54 -0.62 -0.46
C 1.07 -1.14 0.72
C -1.73 0.24 0.03
C 1.90 0.78 -0.29
C -0.25 -0.01 0.06
C 0.47 1.06 -0.22
H -3.53 -0.48 -0.55
H 1.07 -0.69 1.78
H 0.16 1.95 -0.59
H 2.35 1.08 -1.23
H 0.78 -2.27 0.54
H -2.04 1.19 0.49
H 2.51 1.16 0.67
H -2.23 -1.54 -0.81
*
```

Properties
structure (SMILES) = [NH2+]=CC1=CCOC1
orbital gap = 8.99 eV
molecular weight = 98.12 g/mol

=====

R:
C5H8NO | ωB97M-V/def2-TZVPD

Structure (ORCA input):
```
! RIJCOSX wB97M-V def2-TZVPD def2/J DEFGRID3
* xyz 1 1
O 0.54 -3.03 -1.01
N 1.34 1.58 0.07
C 0.04 1.77 0.03
C 0.09 -1.83 -0.74
C -0.98 0.96 0.53
C -1.09 -0.37 0.89
C -0.46 -1.56 0.47
H -1.89 -0.55 1.61
H -0.26 2.75 -0.32
H -1.87 1.55 0.75
H -0.58 -2.41 1.13
H 0.83 -3.16 -1.93
H 0.13 -1.06 -1.52
H 1.98 2.31 -0.20
H 1.74 0.72 0.44
*
```

Properties
structure (SMILES) = [NH2+]=C/C=C\C=C\O
orbital gap = 7.69 eV
molecular weight = 98.12 g/mol

=====

Decreasing stability: R, Q, P

=====

P:
H20O10Xe | ωB97M-V/def2-TZVPD

Structure (ORCA input):
```
! RIJCOSX wB97M-V def2-TZVPD def2/J DEFGRID3
* xyz 0 1
Xe 0.50 -0.28 -0.15
O 0.48 -2.57 2.65
O 2.53 0.20 -3.72
O 2.38 2.54 0.95
O -1.52 -4.27 0.11
O -0.16 0.32 3.68
O -3.44 1.90 0.38
O -0.72 -0.37 -3.42
O 2.97 -0.77 3.23
O -2.83 -0.22 -1.23
O 0.86 3.11 -1.58
H -4.38 1.82 0.24
H 3.17 -0.75 4.17
H -1.08 0.57 3.56
H 0.46 -3.10 1.86
H 2.85 0.64 -2.93
H -3.05 1.21 -0.14
H -0.01 0.03 -2.93
H 2.94 1.78 1.05
H -2.14 -0.30 -1.88
H 2.02 -0.89 3.19
H -0.79 0.15 -4.21
H 2.63 0.85 -4.41
H -3.55 0.21 -1.69
H 1.47 3.59 -2.14
H -0.01 3.41 -1.87
H 1.91 2.40 0.12
H -2.11 -3.91 0.78
H -0.14 -0.62 3.48
H 0.13 -3.14 3.33
H -1.37 -3.54 -0.49
*
```

Properties
orbital gap = 10.57 eV
molecular weight = 311.44 g/mol

=====

Q:
H20O10Xe | ωB97M-V/def2-TZVPD

Structure (ORCA input):
```
! RIJCOSX wB97M-V def2-TZVPD def2/J DEFGRID3
* xyz 0 1
Xe -0.09 0.34 -0.26
O -1.53 -1.21 2.91
O -3.88 -0.11 0.67
O 3.18 1.99 -0.57
O 1.48 2.14 2.17
O -1.56 3.09 -2.45
O -2.97 0.85 -2.14
O 3.21 -0.54 1.04
O 0.75 -3.59 0.28
O -1.48 -1.00 -4.34
O 1.27 -2.05 2.55
H 4.13 -0.69 1.25
H -3.85 -1.01 0.34
H 1.91 -1.44 2.18
H -1.00 3.24 -3.21
H 3.52 2.84 -0.30
H -3.53 -0.17 1.56
H 1.26 1.90 1.27
H -0.91 -1.65 -3.93
H 3.69 1.35 -0.07
H -2.47 1.66 -2.24
H -1.81 -0.48 -3.61
H 3.13 -0.77 0.11
H 2.40 2.40 2.13
H -0.16 -3.89 0.35
H -1.40 3.84 -1.88
H -0.69 -1.34 2.47
H -1.33 -0.64 3.65
H 1.10 -2.68 1.85
H 0.79 -3.16 -0.58
H -3.16 0.80 -1.20
*
```

Properties
orbital gap = 10.26 eV
molecular weight = 311.44 g/mol

=====

Decreasing stability: Q, P

=====

P:
C9H14N3 | ωB97M-V/def2-TZVPD

Structure (ORCA input):
```
! RIJCOSX wB97M-V def2-TZVPD def2/J DEFGRID3
* xyz 1 1
N 3.88 0.30 0.73
N -1.92 0.24 1.38
N -0.43 -0.21 -1.07
C -1.12 -1.41 -0.48
C -1.28 1.04 -1.02
C -1.67 -1.18 1.00
C 3.42 -0.74 -0.11
C 1.36 1.13 0.43
C 2.08 -0.99 -0.76
C 2.79 1.17 0.92
C -2.27 1.11 0.24
C 0.93 -0.01 -0.50
H -2.60 -1.81 1.23
H 3.04 2.08 1.58
H -0.41 -2.31 -0.44
H 1.92 -1.89 -1.43
H -0.67 2.00 -1.15
H -0.86 -1.57 1.72
H -1.95 1.00 -1.96
H -1.18 0.63 1.97
H -2.22 2.19 0.63
H -0.29 -0.42 -2.08
H 4.22 -1.54 -0.32
H -2.00 -1.72 -1.14
H 0.63 1.94 0.71
H -3.37 0.96 -0.07
*
```

Properties
structure (SMILES) = c1cc([NH+]2CCNCC2)ccn1
orbital gap = 9.09 eV
molecular weight = 164.23 g/mol

=====

Q:
C9H14N3 | ωB97M-V/def2-TZVPD

Structure (ORCA input):
```
! RIJCOSX wB97M-V def2-TZVPD def2/J DEFGRID3
* xyz 1 1
N 1.97 -1.04 -0.26
N 4.29 -0.52 -0.45
N -2.03 -0.46 0.40
C -2.89 0.46 0.45
C -1.05 -2.71 0.24
C 0.17 2.09 0.59
C -3.62 0.95 -0.75
C 2.49 1.12 -0.01
C 0.90 -0.36 0.22
C 3.00 -0.13 -0.31
C -1.13 -1.25 0.27
C 1.10 0.99 0.22
H 4.52 -1.35 -0.98
H -3.13 0.89 1.41
H 4.99 0.20 -0.43
H -4.68 0.74 -0.63
H 2.09 -2.04 -0.25
H -0.60 -3.02 -0.71
H 0.71 3.03 0.64
H -2.04 -3.16 0.33
H -3.26 0.47 -1.65
H 3.05 2.03 0.06
H -0.42 -3.06 1.04
H -0.62 2.19 -0.16
H -3.51 2.03 -0.83
H -0.29 1.90 1.55
*
```

Properties
orbital gap (spin up / spin down) = 6.10 / 6.09 eV
molecular weight = 164.23 g/mol

=====

Decreasing stability: Q, P

=====

P:
CH6NO2 | ωB97M-V/def2-TZVPD

Structure (ORCA input):
```
! RIJCOSX wB97M-V def2-TZVPD def2/J DEFGRID3
* xyz -1 1
O 1.36 1.94 0.60
O -1.98 -1.98 -1.17
N 0.41 -0.25 -0.12
C 0.33 0.71 0.83
H -0.62 1.23 0.83
H -1.23 -1.53 -0.79
H 0.67 0.41 1.81
H -1.64 -2.90 -1.17
H 1.85 1.70 -0.28
H 1.08 -1.12 0.06
*
```

Properties
orbital gap = 7.03 eV
molecular weight = 64.06 g/mol

=====

Q:
CH6NO2 | ωB97M-V/def2-TZVPD

Structure (ORCA input):
```
! RIJCOSX wB97M-V def2-TZVPD def2/J DEFGRID3
* xyz -1 1
O -0.55 -2.45 -0.85
O -0.58 1.46 1.29
N 0.60 -0.14 -0.10
C 0.49 1.18 0.18
H 1.52 -0.53 0.06
H -1.20 0.79 0.96
H -1.49 -2.35 -0.68
H 0.04 1.80 -0.62
H -0.18 -1.49 -0.79
H 1.36 1.73 0.56
*
```

Properties
orbital gap = 7.37 eV
molecular weight = 64.06 g/mol

=====

Decreasing stability: Q, P

=====

P:
CH3OP | ωB97M-V/def2-TZVPD

Structure (ORCA input):
```
! RIJCOSX wB97M-V def2-TZVPD def2/J DEFGRID3
* xyz 0 1
P 0.72 -0.36 0.01
O 2.04 0.25 -0.03
C -0.74 0.42 -0.09
H -1.65 -0.18 0.14
H -0.63 1.53 0.19
H 0.25 -1.66 -0.21
*
```

Properties
orbital gap = 9.70 eV
molecular weight = 62.01 g/mol

=====

Q:
CH3OP | ωB97M-V/def2-TZVPD

Structure (ORCA input):
```
! RIJCOSX wB97M-V def2-TZVPD def2/J DEFGRID3
* xyz 0 1
P 1.01 -0.64 -0.02
O 1.01 0.94 0.02
C -0.62 -0.03 -0.41
H -0.76 0.25 -1.48
H -1.12 0.23 0.51
H 0.48 -0.76 1.37
*
```

Properties
orbital gap = 8.98 eV
molecular weight = 62.01 g/mol

=====

Decreasing stability: P, Q

=====

P:
CrN6O18 | ωB97M-V/def2-TZVPD

Structure (ORCA input):
```
! RIJCOSX wB97M-V def2-TZVPD def2/J DEFGRID3
* xyz -3 4
Cr -1.35 1.54 0.44
O 0.39 -1.64 -0.79
O -2.73 0.25 -0.40
O 0.97 -0.99 2.49
O -2.72 -1.88 -0.86
O -1.18 3.39 -3.22
O 0.29 2.58 1.26
O 1.77 -4.20 -0.42
O 3.37 -3.05 0.48
O 3.47 -5.23 0.35
O -2.83 -0.37 -2.38
O 2.06 -0.39 -0.14
O -1.42 2.77 -1.21
O -0.76 0.13 1.93
O 0.14 0.41 -0.71
O -3.08 3.21 -2.42
O 2.24 1.89 1.88
O -0.93 -1.95 2.13
O 1.85 3.94 1.83
N 1.48 2.81 1.64
N -1.90 3.12 -2.29
N -2.77 -0.71 -1.20
N -0.22 -0.93 2.23
N 2.95 -4.15 0.04
N 0.91 -0.55 -0.64
*
```

Properties
orbital gap (spin up / spin down) = 3.23 / 5.24 eV
expectation value of S² = 4.1187
molecular weight = 424.02 g/mol

=====

Q:
CrN6O18 | ωB97M-V/def2-TZVPD

Structure (ORCA input):
```
! RIJCOSX wB97M-V def2-TZVPD def2/J DEFGRID3
* xyz -3 4
Cr 0.25 0.03 -0.88
O 1.06 -2.99 1.96
O -0.80 1.30 2.95
O 2.90 -0.62 2.28
O -3.76 -1.07 -2.02
O 0.70 4.32 -0.88
O 2.21 1.39 2.34
O -0.98 -3.15 1.35
O 2.03 0.28 0.47
O 1.29 -0.90 -2.47
O -1.67 -0.74 -1.43
O -2.00 -0.45 2.51
O 0.50 3.42 1.07
O 0.49 2.18 -0.70
O 0.38 -1.95 0.16
O 0.21 0.69 -3.10
O 1.04 -0.62 -4.64
O -3.04 -1.63 -0.07
O -0.79 0.47 0.97
N 0.54 3.34 -0.16
N -1.23 0.46 2.17
N 0.17 -2.77 1.11
N 0.90 -0.26 -3.49
N 2.45 0.38 1.68
N -2.87 -1.14 -1.17
*
```

Properties
orbital gap (spin up / spin down) = 5.95 / 7.08 eV
expectation value of S² = 3.7863
molecular weight = 424.02 g/mol

=====

Decreasing stability: Q, P

=====

P:
C6H5N5S | ωB97M-V/def2-TZVPD

Structure (ORCA input):
```
! RIJCOSX wB97M-V def2-TZVPD def2/J DEFGRID3
* xyz 0 1
S 1.01 -3.03 -0.93
N -0.11 -1.60 0.76
N -0.05 -3.85 1.44
N 1.14 1.46 0.03
N -1.11 1.06 -0.68
N 0.95 -1.45 -1.28
C -0.34 3.34 -0.45
C -1.38 2.35 -0.74
C 0.95 2.73 -0.07
C 0.34 -0.83 -0.27
C 0.08 0.67 -0.39
C 0.24 -2.88 0.64
H -0.58 4.31 -0.68
H -0.68 -3.60 2.11
H 0.03 -4.77 1.10
H 1.91 3.49 0.36
H -2.39 2.60 -0.93
*
```

Properties
orbital gap = 9.25 eV
molecular weight = 179.21 g/mol

=====

Q:
C6H5N5S | ωB97M-V/def2-TZVPD

Structure (ORCA input):
```
! RIJCOSX wB97M-V def2-TZVPD def2/J DEFGRID3
* xyz 0 1
S 1.42 -2.51 -0.01
N -2.30 -0.83 -0.05
N 1.21 0.07 0.01
N 3.21 0.95 -0.02
N 3.37 -0.44 -0.02
N -1.38 0.14 -0.04
C 1.95 1.24 -0.04
C -0.15 -1.74 0.01
C -1.76 1.50 0.01
C -0.10 -0.37 0.01
C 2.13 -0.93 0.01
C -1.58 -1.98 0.00
H -2.77 1.66 -0.39
H -1.67 1.90 1.04
H -2.17 -2.90 0.02
H 1.54 2.24 0.02
H -0.96 2.01 -0.57
*
```

Properties
structure (SMILES) = Cn1ncc2sc3nncn3c21
orbital gap = 9.29 eV
molecular weight = 179.21 g/mol

=====

Decreasing stability: P, Q

=====

P:
C2H2Cl2O | ωB97M-V/def2-TZVPD

Structure (ORCA input):
```
! RIJCOSX wB97M-V def2-TZVPD def2/J DEFGRID3
* xyz 0 1
Cl 2.17 -0.46 0.28
Cl -1.84 1.04 0.43
O -0.41 -1.06 -0.54
C 0.47 -0.40 0.36
C -0.44 0.36 -0.50
H -0.09 0.74 -1.39
H 0.14 -0.22 1.37
*
```

Properties
structure (SMILES) = Cl[C@@H]1O[C@H]1Cl
orbital gap = 11.57 eV
molecular weight = 112.94 g/mol

=====

Q:
C2H2Cl2O | ωB97M-V/def2-TZVPD

Structure (ORCA input):
```
! RIJCOSX wB97M-V def2-TZVPD def2/J DEFGRID3
* xyz 0 1
Cl 0.59 2.06 -0.39
Cl 2.23 -0.93 0.02
O 0.90 -0.39 -0.93
C 0.01 0.38 -0.27
C -1.12 -0.17 0.24
H -0.89 -1.22 0.40
H -1.72 0.27 0.92
*
```

Properties
structure (SMILES) = C=C(Cl)OCl
orbital gap = 9.42 eV
molecular weight = 112.94 g/mol

=====

Decreasing stability: P, Q

=====

P:
C2H2Cl2O | ωB97M-V/def2-TZVPD

Structure (ORCA input):
```
! RIJCOSX wB97M-V def2-TZVPD def2/J DEFGRID3
* xyz 0 1
Cl -0.61 0.36 -1.38
Cl 1.44 -0.85 0.23
O -1.72 -0.11 1.24
C -0.55 0.52 1.32
C 0.29 0.65 -0.09
H 0.13 0.87 2.34
H 1.18 1.34 -0.13
*
```

Properties
structure (SMILES) = O=CC(Cl)Cl
orbital gap = 10.13 eV
molecular weight = 112.94 g/mol

=====

Q:
C2H2Cl2O | ωB97M-V/def2-TZVPD

Structure (ORCA input):
```
! RIJCOSX wB97M-V def2-TZVPD def2/J DEFGRID3
* xyz 0 1
Cl 2.00 0.23 -0.80
Cl -0.19 -1.83 -0.63
O 0.17 0.84 1.81
C 0.25 -0.12 -0.62
C -0.35 0.38 0.83
H -0.49 0.31 -1.46
H -1.39 0.19 0.88
*
```

Properties
structure (SMILES) = O=CC(Cl)Cl
orbital gap = 10.81 eV
molecular weight = 112.94 g/mol

=====

R:
C2H2Cl2O | ωB97M-V/def2-TZVPD

Structure (ORCA input):
```
! RIJCOSX wB97M-V def2-TZVPD def2/J DEFGRID3
* xyz 0 1
Cl 2.57 1.37 0.76
Cl 0.90 3.89 0.60
O 0.20 2.44 0.81
C 0.13 0.19 0.20
C 0.84 1.21 0.46
H -0.92 0.14 0.35
H 0.48 -0.86 0.02
*
```

Properties
structure (SMILES) = C=C(Cl)OCl
orbital gap = 10.04 eV
molecular weight = 112.94 g/mol

=====

Decreasing stability: Q, P, R

=====

P:
C2H5ClOS | ωB97M-V/def2-TZVPD

Structure (ORCA input):
```
! RIJCOSX wB97M-V def2-TZVPD def2/J DEFGRID3
* xyz 0 1
Cl 0.64 -1.42 -1.67
S -1.80 0.21 -0.60
O -0.89 0.65 1.75
C -0.63 0.89 0.48
C 1.58 -0.66 -0.46
H -1.68 1.15 -1.45
H 1.28 -0.95 0.55
H -1.59 0.10 1.95
H 0.46 0.54 0.11
H 2.63 -0.50 -0.67
*
```

Properties
orbital gap (spin up / spin down) = 8.44 / 7.20 eV
molecular weight = 112.58 g/mol

=====

Q:
C2H5ClOS | ωB97M-V/def2-TZVPD

Structure (ORCA input):
```
! RIJCOSX wB97M-V def2-TZVPD def2/J DEFGRID3
* xyz 0 1
Cl 0.40 1.07 -2.35
S -0.63 -0.87 1.51
O 0.91 -0.85 2.08
C -0.44 -0.91 -0.25
C -0.13 1.00 -0.74
H -1.37 -0.95 -0.87
H -1.06 1.34 -0.59
H 0.48 -1.24 -0.64
H 1.10 0.09 2.02
H 0.73 1.32 -0.17
*
```

Properties
orbital gap = 8.88 eV
molecular weight = 112.58 g/mol

=====

Decreasing stability: Q, P